No. 1
ORCA calculation (ωB97M-V with the def2-TZVPD basis set) on the molecule C6H10N2 at a distorted geometry.

```
18
Properties=species:S:1:pos:R:3:forces:R:3
H -2.628 -0.494 -1.112 -0.489 0.008 -0.239
N -1.805 -0.098 -1.549 -0.070 0.392 0.038
C -0.878 -0.951 -1.488 -0.594 -0.006 0.161
C 0.500 -0.578 -1.956 -1.727 2.025 2.215
N 1.155 0.449 -1.591 -0.472 -0.850 -0.108
C 0.628 1.160 -0.479 0.557 0.314 -1.817
C 0.370 0.493 0.645 0.571 3.239 1.231
C 0.626 -0.938 0.827 -2.031 -0.383 -0.973
C -0.037 1.318 1.926 0.698 -1.282 -4.818
H -1.143 -1.945 -1.083 0.879 0.064 -0.311
H 0.857 -1.239 -2.614 1.893 -2.229 -2.858
H 0.599 2.228 -0.828 -0.359 -0.835 1.554
H 1.093 -1.039 1.731 0.852 -0.465 2.827
H 1.385 -1.327 0.145 -0.825 -0.374 -0.398
H -0.422 -1.434 0.893 2.032 0.047 -0.293
H 0.736 1.416 2.562 3.022 0.362 2.098
H -0.701 0.715 2.386 -2.959 -1.309 1.744
H -0.335 2.263 1.586 -0.981 1.281 -0.054
```
Positions in Å, forces in eV/Å.

Output
SMILES ... [H]/N=C/C=N\C=C(C)C
Charge ... 0
Energy above the lowest of the compared OMol25 structures with the same formula, charge and spin ... 324.8 kJ/mol
Energy ... -9361.0710 eV

No. 2
ORCA calculation (ωB97M-V with the def2-TZVPD basis set) on a cluster of 3 separate species, C24H54I2N2O11P2Si in total at a distorted geometry.

```
96
Properties=species:S:1:pos:R:3:forces:R:3
C -6.566 0.305 4.198 0.537 1.326 1.001
C -4.967 0.119 4.304 -0.480 -2.536 -1.930
I -3.937 1.658 5.460 -0.713 -0.927 -0.711
C -4.274 -0.943 3.673 -1.564 2.780 1.787
I -5.566 -2.336 2.551 0.884 0.760 0.576
Si -2.339 -1.164 3.739 0.313 -0.823 -0.008
C -1.663 -1.206 5.535 0.838 -0.880 0.695
C -0.136 -1.775 5.608 -0.246 0.631 -0.117
C 0.207 -2.245 7.093 -0.454 -0.063 -0.458
N -0.175 -1.136 8.053 0.852 -1.245 -0.179
C -2.031 -2.941 3.025 -0.274 -0.539 0.357
C -2.718 -4.084 3.967 0.405 0.528 -0.968
C -1.724 -4.687 5.043 -1.318 -0.776 3.608
O -2.146 -4.821 6.224 1.243 0.361 -3.722
O -0.413 -5.135 4.790 -2.152 0.092 -0.385
C -1.624 0.234 2.650 0.348 0.968 -0.137
C -0.040 0.177 2.409 -0.344 1.486 -1.084
O 0.556 -1.132 2.557 -0.415 0.489 -0.691
C 0.705 1.323 3.274 0.375 -0.837 -1.021
N 0.348 2.696 2.781 -0.718 -0.736 0.380
H -7.114 -0.381 4.940 0.911 0.716 -1.344
H -6.949 0.211 3.134 0.628 -0.230 1.390
H -6.833 1.372 4.537 0.503 -1.570 -0.504
H -1.649 -0.200 6.059 -0.290 -1.386 -0.546
H -2.289 -1.981 6.119 0.578 1.354 -0.730
H 0.530 -0.880 5.330 -0.714 -1.478 0.486
H 0.050 -2.586 4.824 -0.185 1.062 1.282
H 1.313 -2.489 7.182 -1.308 0.423 -0.116
H -0.384 -3.173 7.413 0.866 0.951 -0.938
H -1.157 -1.332 8.285 0.690 0.355 0.300
H 0.425 -1.305 8.881 -0.981 0.349 -0.426
H -2.514 -2.938 1.991 0.779 -0.337 1.242
H -0.931 -3.215 2.973 -1.356 0.596 -0.280
H -3.632 -3.681 4.531 1.589 -0.711 -0.568
H -3.125 -4.873 3.245 0.816 0.671 1.293
H -0.251 -5.819 5.486 -0.149 0.993 -0.435
H -1.829 1.228 3.198 0.143 -1.467 -0.808
H -2.191 0.325 1.657 0.749 -0.320 1.360
H 0.129 0.484 1.309 -0.165 -0.257 1.564
H 0.549 -1.538 1.661 0.043 0.380 1.075
H 1.828 1.194 3.065 -1.605 0.007 0.690
H 0.452 1.205 4.375 0.479 0.247 -1.316
H -0.484 3.058 3.265 0.525 -0.320 -0.207
H 0.082 2.655 1.788 0.395 -0.022 0.510
C 1.127 3.048 -4.358 0.102 -0.130 -0.193
C 2.348 3.038 -3.455 -0.127 -0.095 -0.197
O 2.412 4.209 -2.643 -0.509 -0.719 -0.240
P 1.246 4.368 -1.479 7.208 5.582 -0.050
O 1.983 3.490 -0.455 -4.211 -2.339 -0.786
O 1.704 5.761 -0.679 -1.289 -0.188 -0.061
C 2.125 5.698 0.688 0.123 -0.230 0.451
C 3.616 5.437 0.797 0.339 0.028 -0.128
O 0.351 5.335 -2.573 -1.388 -2.595 1.199
C 0.752 6.685 -2.855 0.197 1.225 0.177
C 2.191 6.909 -3.310 0.168 -0.373 -0.021
H 0.204 2.996 -3.778 -0.089 -0.042 -0.001
H 1.148 2.190 -5.037 -0.018 0.044 0.098
H 1.091 3.965 -4.949 0.011 -0.074 0.049
H 2.349 2.148 -2.817 0.067 0.023 0.012
H 3.255 3.011 -4.059 0.079 0.138 0.101
H 1.541 4.954 1.242 0.252 0.042 -0.210
H 1.891 6.654 1.161 -0.044 0.154 -0.359
H 3.968 4.645 0.129 -0.306 -0.054 0.127
H 3.898 5.162 1.817 -0.093 0.073 -0.049
H 4.176 6.329 0.513 -0.003 0.096 0.078
H 0.532 7.314 -1.988 0.086 -0.179 -0.028
H 0.092 7.040 -3.655 -0.125 -0.517 0.069
H 2.922 6.623 -2.556 -0.134 -0.017 0.004
H 2.366 7.967 -3.524 -0.344 -0.022 -0.028
H 2.409 6.332 -4.212 -0.030 0.105 0.026
C -2.088 -4.132 -5.984 -0.155 -0.065 0.081
C -1.606 -3.099 -4.979 -0.272 -0.093 -0.049
O -0.181 -3.035 -4.929 -0.481 0.092 -0.647
P 0.584 -2.445 -6.273 4.441 -1.115 7.296
O 0.375 -0.965 -5.922 -2.078 -0.847 -4.001
O 2.194 -2.412 -5.830 -0.394 -0.237 -1.143
C 2.879 -1.162 -5.712 0.018 0.491 0.045
C 2.736 -0.583 -4.316 -0.044 -0.047 0.363
O 0.792 -4.048 -6.835 -1.559 2.221 -1.693
C 1.778 -4.909 -6.243 1.133 -0.472 0.312
C 1.733 -5.089 -4.728 -0.324 0.228 0.121
H -1.820 -3.850 -7.003 -0.034 -0.007 -0.081
H -3.177 -4.231 -5.935 0.107 0.047 0.006
H -1.636 -5.106 -5.784 -0.046 0.074 -0.011
H -2.009 -2.110 -5.219 0.015 0.004 0.062
H -1.953 -3.364 -3.981 0.170 0.025 0.056
H 2.541 -0.459 -6.481 -0.099 -0.167 0.267
H 3.937 -1.332 -5.924 -0.070 -0.376 0.049
H 1.714 -0.631 -3.927 0.001 0.056 -0.351
H 3.054 0.462 -4.285 0.075 -0.124 -0.062
H 3.343 -1.150 -3.609 0.130 0.028 -0.012
H 2.774 -4.582 -6.551 -0.164 0.098 0.065
H 1.635 -5.897 -6.698 -0.392 0.314 -0.190
H 1.910 -4.161 -4.187 -0.014 -0.010 -0.132
H 2.508 -5.789 -4.401 -0.044 -0.080 -0.330
H 0.762 -5.473 -4.409 0.100 -0.039 -0.022
```
Positions in Å, forces in eV/Å.

Output
SMILES ... C/C(I)=C(\I)[Si@@](CCCN)(CCC(=O)O)C[C@H](O)CN.CCOP(=O)(OCC)OCC.CCOP(=O)(OCC)OCC
Charge ... 0
Energy above the lowest of the compared OMol25 structures with the same formula, charge and spin ... 745.3 kJ/mol
Energy ... -93918.3876 eV

No. 3
ORCA calculation (ωB97M-V with the def2-TZVPD basis set) on the molecule C5H9P at a distorted geometry.

```
15
Properties=species:S:1:pos:R:3:forces:R:3
C -1.289 -2.130 0.043 8.065 6.419 5.045
C -1.967 -2.835 -0.638 -8.342 -6.093 -3.979
C -0.749 -1.283 1.058 1.558 -0.039 0.402
C -0.992 0.209 0.656 -1.217 -0.974 -1.276
C 1.485 0.899 -0.495 -0.844 -2.500 1.040
P 0.306 1.571 0.863 0.974 -2.027 -0.476
H -0.209 2.376 -0.107 -0.988 0.982 -0.482
H -2.164 -3.440 -1.457 0.536 -0.732 -1.571
H -1.084 -1.653 2.053 0.197 0.599 0.034
H 0.388 -1.439 1.026 -1.045 -0.050 0.449
H -1.196 -0.066 -0.459 0.114 1.816 1.565
H -1.921 0.519 1.178 0.372 0.061 -0.626
H 0.854 0.546 -1.360 0.803 0.873 0.566
H 1.943 -0.084 -0.120 -0.314 1.485 -0.352
H 2.273 1.599 -0.713 0.132 0.182 -0.339
```
Positions in Å, forces in eV/Å.

Output
Spin multiplicity ... 3
Charge ... 0
Energy above the lowest of the compared OMol25 structures with the same formula, charge and spin ... 352.0 kJ/mol
⟨S²⟩ ... 2.004
Energy ... -14611.0787 eV

No. 4
ORCA calculation (ωB97M-V with the def2-TZVPD basis set) on a structure of composition C12H20N6OSSm.

```
41
Properties=species:S:1:pos:R:3:forces:R:3
Sm -0.347 0.106 -0.525 -0.683 0.410 -0.051
N -1.311 -0.300 1.920 0.190 -0.042 -0.091
C -1.600 0.976 2.611 -0.042 0.018 0.047
C -0.691 2.106 2.147 0.022 0.087 0.073
N -0.685 2.350 0.688 0.000 -0.150 -0.076
C -1.828 3.113 0.142 0.020 0.103 0.015
C -3.086 2.291 -0.096 -0.118 0.030 0.033
N -2.816 1.101 -0.923 0.177 -0.095 -0.043
H -2.034 -0.976 2.146 -0.012 0.015 -0.009
H -0.442 -0.689 2.285 -0.040 0.025 0.020
H -1.479 0.882 3.694 0.013 0.003 -0.021
H -2.647 1.217 2.442 0.023 0.014 -0.010
H 0.339 1.869 2.425 -0.024 -0.027 -0.007
H -0.970 3.017 2.689 -0.009 -0.026 -0.008
H 0.150 2.894 0.491 -0.002 -0.009 -0.012
H -1.495 3.533 -0.810 -0.021 -0.028 -0.004
H -2.079 3.958 0.792 -0.005 -0.025 0.008
H -3.828 2.948 -0.557 0.030 -0.003 -0.009
H -3.520 1.955 0.844 0.016 0.010 -0.009
H -2.615 1.389 -1.881 -0.042 0.003 0.014
H -3.642 0.514 -0.967 -0.032 0.038 0.008
N -0.171 0.083 -5.089 0.010 -0.011 0.030
C 0.185 -0.006 -3.781 0.056 -0.277 -0.388
S -0.027 1.483 -2.861 0.063 -0.060 0.158
N 0.638 -1.167 -3.395 -0.033 0.306 0.209
N 0.910 -1.237 -2.034 0.235 -0.118 0.063
C 1.825 -2.067 -1.680 -0.033 0.167 -0.006
C 2.262 -2.304 -0.309 0.081 -0.075 0.070
C 2.979 -3.485 -0.075 0.007 0.053 0.073
C 3.448 -3.809 1.182 -0.001 -0.055 -0.113
C 3.229 -2.929 2.234 -0.011 0.074 0.085
C 2.550 -1.741 2.034 0.085 -0.111 -0.073
C 2.056 -1.410 0.771 0.042 0.016 -0.149
O 1.398 -0.259 0.596 0.152 -0.214 0.197
H -0.268 0.993 -5.501 -0.002 0.005 0.009
H 0.109 -0.680 -5.685 -0.011 0.019 -0.024
H 2.326 -2.631 -2.466 -0.085 -0.078 -0.005
H 3.159 -4.155 -0.907 -0.001 -0.013 -0.011
H 3.990 -4.731 1.339 0.011 -0.010 0.012
H 3.606 -3.166 3.221 0.000 -0.001 0.000
H 2.418 -1.036 2.845 -0.026 0.033 -0.005
```
Positions in Å, forces in eV/Å.

Output
Spin multiplicity ... 6
Charge ... +1
⟨S²⟩ ... 8.760
Energy ... -52493.5858 eV